one.
Here is a 2-piece molecular cluster, C4H13N2O overall from the OMol25 dataset. Energies are from wB97M-V/def2-TZVPD.

XYZ file:
```
20
Properties=species:S:1:pos:R:3
H 2.0457 -1.2937 0.2826
C 0.1184 2.3800 1.2354
C -1.0941 2.4194 0.6966
C 1.4622 -2.0530 -0.2462
N -1.4852 1.7837 -0.5082
H -1.9061 2.8649 1.2517
H -0.4136 -2.1330 -1.3429
H 0.9718 1.9315 0.7543
N -0.7037 -0.9645 0.3790
H 0.3511 -0.5814 -1.4078
H -0.1318 -0.7493 1.2398
H -0.7824 1.8834 -1.2317
H 1.2422 -2.8040 0.5104
H -1.1749 -0.0601 0.1323
O 2.1813 -2.6224 -1.3249
H 2.6921 -1.9214 -1.7347
H 0.2512 2.8050 2.2155
C 0.1698 -1.4295 -0.7508
H -2.3451 2.1874 -0.8567
H -1.4490 -1.6431 0.7065
```

Calculated values
LUMO (spin up / spin down) ... 0.60 / 0.44 eV
HOMO-LUMO gap (spin up / spin down) ... 0.1377 / 0.3567 Ha
Multiplicity ... 2
Net charge ... 0
HOMO energy (spin up / spin down) ... -3.15 / -9.27 eV

=====

two.
Here is a 2-piece molecular cluster, C4H13N2O overall from the OMol25 dataset. Energies are from wB97M-V/def2-TZVPD.

XYZ file:
```
20
Properties=species:S:1:pos:R:3
N -0.1205 0.2054 -0.6694
C 0.0802 0.0560 1.7876
H 0.8993 1.5841 0.4381
H 1.8189 0.6698 -2.9944
H -0.3532 -3.0626 -0.9444
H -1.1311 -0.8800 -2.0245
H 1.1732 1.8278 -2.9172
H -0.1844 1.1351 -1.2500
H -2.2111 0.0866 1.5166
H -1.4474 1.7000 1.2408
N -0.1397 -2.1563 -0.5683
C -0.4667 -0.9743 -1.0474
H -1.4374 0.8560 2.9147
C -1.2877 0.7308 1.8055
H 0.5481 -2.1647 0.2018
H 0.8517 0.2432 2.6361
O 0.9698 0.9750 -2.6527
H -0.1167 -1.0383 1.9421
C 0.8426 0.4153 0.4303
H 1.7121 -0.2088 0.1545
```

Calculated values
LUMO (spin up / spin down) ... 0.55 / 0.51 eV
HOMO-LUMO gap (spin up / spin down) ... 0.1296 / 0.3238 Ha
Multiplicity ... 2
Net charge ... 0
HOMO energy (spin up / spin down) ... -2.97 / -8.30 eV

=====

Most stable one: one, least stable one: two.

=====

one.
Here is a 2-piece molecular cluster, C2H3I3O2 overall from the OMol25 dataset. Energies are from wB97M-V/def2-TZVPD.

XYZ file:
```
10
Properties=species:S:1:pos:R:3
I 2.0062 1.0217 -1.8539
H -1.0253 -1.1105 0.9183
I 1.5142 -1.3191 1.3790
C -0.2550 -0.8655 0.2005
H 0.5546 -1.8730 -1.2957
O 0.1119 1.3709 1.2143
I -2.0799 1.3103 -1.0222
C -0.2967 0.6405 0.1236
O -0.3344 -1.5077 -0.9792
H -0.1955 2.3325 1.3153
```

Calculated values
LUMO (spin up / spin down) ... -1.49 / -2.15 eV
HOMO-LUMO gap (spin up / spin down) ... 0.2674 / 0.2372 Ha
Net charge ... 0
HOMO energy (spin up / spin down) ... -8.77 / -8.61 eV

=====

two.
Here is C2H3I3O2 as an isolated structure from the OMol25 dataset. Energies are from wB97M-V/def2-TZVPD.

XYZ file:
```
10
Properties=species:S:1:pos:R:3
O -1.5717 0.6792 -0.5624
H 2.1105 -1.0533 1.0542
I -0.0879 0.7257 2.4433
I 0.7611 2.3034 -1.0030
C 0.3598 -0.2695 0.4764
O 1.6936 -0.4351 0.3643
C -0.2400 0.4246 -0.7226
H 0.0401 -0.3114 -1.6031
H -2.2947 0.0929 -0.9331
I -0.7709 -2.1565 0.4862
```

Calculated values
LUMO ... -0.48 eV
HOMO-LUMO gap ... 0.3185 Ha
Net charge ... 0
HOMO energy ... -9.15 eV

=====

Most stable one: two, least stable one: one.

=====

one.
Here is an isolated ion of composition C6H7O and charge +1 from the OMol25 dataset. Energies are from wB97M-V/def2-TZVPD.

XYZ file:
```
14
Properties=species:S:1:pos:R:3
H 2.1995 -1.0814 -2.7239
C -1.1288 0.5219 0.5266
O 2.2049 1.1794 -0.2650
H -2.1864 -0.7353 -0.4225
C 1.2174 1.7140 0.5394
C 0.0090 1.1518 0.8909
H 1.6956 2.4886 1.0998
C 2.3613 0.1128 -0.9369
C -2.0947 -0.4364 0.6405
H 3.2165 -1.7552 -1.3522
H -0.2960 1.3010 2.0445
H -3.2314 -0.0580 0.8495
C 2.4877 -0.9655 -1.6409
H -1.9444 -1.2509 1.4235
```

Calculated values
LUMO (spin up / spin down) ... -5.20 / -5.34 eV
HOMO-LUMO gap (spin up / spin down) ... 0.2459 / 0.2443 Ha
Net charge ... +1
HOMO energy (spin up / spin down) ... -11.89 / -11.98 eV

=====

two.
Here is an isolated ion of composition C6H7O and charge +1 from the OMol25 dataset. Energies are from wB97M-V/def2-TZVPD.

XYZ file:
```
14
Properties=species:S:1:pos:R:3
C -1.9765 -0.1412 1.4634
H -2.5646 -0.2532 -0.7806
C 1.4474 0.0317 1.6112
H 2.3112 0.1492 0.9233
C -1.7839 -0.2090 0.0044
H 0.2869 -0.7537 -2.0973
H 0.4810 0.8615 -2.0617
C 0.1384 0.0381 1.2123
H -2.8944 -0.0376 1.9489
C 0.4652 0.1137 -1.3482
H 1.6179 0.0086 2.6784
C -0.4278 -0.0230 -0.1630
H 1.4898 0.0360 -0.9651
O -0.8552 -0.0499 2.0667
```

Calculated values
LUMO ... -6.41 eV
HOMO-LUMO gap ... 0.3318 Ha
Net charge ... +1
HOMO energy ... -15.44 eV

=====

Most stable one: two, least stable one: one.

=====

one.
Here is a 2-piece molecular cluster, C5H11NO overall from the OMol25 dataset. Energies are from wB97M-V/def2-TZVPD.

XYZ file:
```
18
Properties=species:S:1:pos:R:3
C -1.4313 -0.4080 -1.0376
H 0.2932 1.0860 -0.9237
N -2.2625 0.2388 -2.0304
H -3.2274 -0.0776 -1.9086
H -1.2874 -1.4738 -1.2966
H -2.0430 -0.4487 -0.1290
H 0.8929 -1.9041 -0.1455
H 2.2299 1.0736 -0.7558
C 2.5522 0.8759 0.2672
O -0.7875 0.3290 2.6892
H -2.1930 1.2753 -1.9221
H 2.0988 -0.7679 1.6730
C 1.8944 -0.2246 0.7530
H -0.9966 -0.2265 1.9374
C 0.8063 -0.7459 -0.0566
H 3.4856 1.3347 0.5945
H 0.0120 -0.0028 3.1075
C -0.0366 0.0665 -0.8159
```

Calculated values
LUMO (spin up / spin down) ... -5.42 / -8.03 eV
HOMO-LUMO gap (spin up / spin down) ... 0.3144 / 0.2093 Ha
Multiplicity ... 2
Net charge ... +1
HOMO energy (spin up / spin down) ... -13.97 / -13.72 eV

=====

two.
Here is a 2-piece molecular cluster, C5H11NO overall from the OMol25 dataset. Energies are from wB97M-V/def2-TZVPD.

XYZ file:
```
18
Properties=species:S:1:pos:R:3
C 0.0968 1.7989 0.2085
H 2.6250 1.6452 1.5884
C 2.5250 1.3753 0.5342
H 2.4923 0.2922 0.5088
H 3.4423 1.6714 0.0311
C -1.8291 0.3673 0.4238
C -0.5110 0.5501 0.0262
H -2.3047 1.2666 0.8105
H 1.5821 3.0040 -0.2403
H -1.0205 -3.7396 -1.8430
H 0.0859 -0.2231 -0.4251
H -3.4095 -0.9170 0.9968
N 1.3750 2.0225 -0.0804
O -0.7374 -4.6549 -1.8614
H -0.5330 2.6686 0.0312
H 0.1026 -4.6548 -2.3308
C -2.3542 -0.8376 0.7862
H -1.6275 -1.6352 0.8354
```

Calculated values
LUMO (spin up / spin down) ... -4.63 / -6.78 eV
HOMO-LUMO gap (spin up / spin down) ... 0.3245 / 0.2633 Ha
Multiplicity ... 2
Net charge ... +1
HOMO energy (spin up / spin down) ... -13.46 / -13.95 eV

=====

three.
Here is a 2-piece molecular cluster, C5H11NO overall from the OMol25 dataset. Energies are from wB97M-V/def2-TZVPD.

XYZ file:
```
18
Properties=species:S:1:pos:R:3
C 0.4763 -2.3956 -0.5410
C -0.2545 -0.1383 0.2156
H -0.8178 1.9928 0.1049
H 1.5553 -2.3811 -0.4457
N -0.0423 -1.0455 -0.7430
H 1.8722 1.4089 -0.2292
H 2.2143 2.8721 0.0551
C -1.1407 0.9882 -0.1007
H -0.7130 -0.9401 -1.4972
H -2.7375 -0.2667 -0.6953
C -2.3864 0.7411 -0.5097
H 0.9150 -1.1869 1.7088
C 0.3355 -0.3075 1.4687
H 0.1878 0.3777 2.2950
O 2.2235 1.9878 0.4528
H -3.0824 1.5545 -0.6039
H 0.2047 -2.9790 -1.4118
H 0.0217 -2.9044 0.3083
```

Calculated values
LUMO (spin up / spin down) ... -3.86 / -7.04 eV
HOMO-LUMO gap (spin up / spin down) ... 0.3954 / 0.2951 Ha
Multiplicity ... 2
Net charge ... +1
HOMO energy (spin up / spin down) ... -14.61 / -15.07 eV

=====

Most stable one: three, least stable one: one.

=====

one.
Here is an isolated ion of composition C5H11NO and charge +1 from the OMol25 dataset. Energies are from wB97M-V/def2-TZVPD.

XYZ file:
```
18
Properties=species:S:1:pos:R:3
H -0.8847 1.1238 0.5685
H -2.5299 -2.0221 -0.1579
H 0.9654 -0.8518 1.8182
H 0.6118 1.6452 1.0873
H 2.4234 1.6601 -1.0533
H 0.1003 0.0643 -1.3648
C -0.5064 -1.6930 0.5701
N 0.7099 0.5497 -0.6875
H 0.2949 -2.0153 -0.1154
C 1.3657 1.7530 -1.2850
H 0.9037 2.6119 -0.7893
H 1.1393 1.9261 -2.3367
C -1.6652 -1.3825 -0.3769
C 0.0052 -0.5336 1.4248
O -1.6160 -0.5878 -1.2803
H -0.6732 -0.4150 2.2731
H -0.8014 -2.6026 1.0840
C 0.1574 0.7695 0.6211
```

Calculated values
LUMO (spin up / spin down) ... -3.29 / -7.67 eV
HOMO-LUMO gap (spin up / spin down) ... 0.4085 / 0.2459 Ha
Multiplicity ... 2
Net charge ... +1
HOMO energy (spin up / spin down) ... -14.40 / -14.36 eV

=====

two.
Here is a 2-piece molecular cluster, C5H11NO overall from the OMol25 dataset. Energies are from wB97M-V/def2-TZVPD.

XYZ file:
```
18
Properties=species:S:1:pos:R:3
H 1.6979 2.0386 -2.5257
O -2.9441 1.2400 1.3383
H 0.6236 1.1847 -3.6376
C 0.8589 -0.7292 0.3852
C 0.6857 0.1509 -0.7234
H 2.3296 0.8466 -3.6674
C 1.5023 1.0743 -2.9986
N -0.1754 -1.5185 2.3698
C 1.2661 0.0391 -1.9586
H 1.3981 -0.9832 -2.2993
H -0.9721 -1.5661 2.9837
H -3.0083 1.4940 0.4156
C -0.2023 -0.7634 1.2853
H -3.0644 2.0119 1.8795
H 1.4718 -1.6199 0.2896
H 0.0705 0.9953 -0.4040
H 0.6316 -2.0824 2.5546
H -1.0650 -0.1187 1.1604
```

Calculated values
LUMO (spin up / spin down) ... -3.82 / -6.16 eV
HOMO-LUMO gap (spin up / spin down) ... 0.3296 / 0.3092 Ha
Multiplicity ... 2
Net charge ... +1
HOMO energy (spin up / spin down) ... -12.79 / -14.57 eV

=====

Most stable one: two, least stable one: one.

=====

one.
Here is one molecule with the formula C2H4N2S2 from the OMol25 dataset. Energies are from wB97M-V/def2-TZVPD.

XYZ file:
```
10
Properties=species:S:1:pos:R:3
H 0.8384 1.7271 0.3169
H 1.0141 -1.7722 -0.0815
H -0.8494 1.7232 0.2462
H -1.0081 -1.7398 -0.0676
C 1.1968 -0.6745 -0.0652
N -0.0076 1.3900 -0.1945
C -1.1804 -0.6791 -0.0786
S 2.6731 0.0153 -0.0013
N -0.0071 -0.0013 -0.0765
S -2.6698 0.0113 0.0021
```

Calculated values
SMILES ... NN(C=S)C=S
LUMO ... -1.01 eV
HOMO-LUMO gap ... 0.2955 Ha
Net charge ... 0
HOMO energy ... -9.05 eV

=====

two.
Here is one molecule with the formula C2H4N2S2 from the OMol25 dataset. Energies are from wB97M-V/def2-TZVPD.

XYZ file:
```
10
Properties=species:S:1:pos:R:3
H 0.2129 -0.9652 1.6234
C 0.9356 1.0764 -0.4292
N -0.0130 -1.2391 0.6669
S -0.0057 1.9709 0.5565
C -1.3722 -1.3453 0.3660
H -1.4164 -0.8850 -1.5125
H -1.8824 -1.7024 1.2673
S 1.1313 -0.6583 -0.5164
N -1.9913 -1.2377 -0.7398
H 1.7272 1.5019 -1.1306
```

Calculated values
SMILES ... [H]/N=C\NSC=S
LUMO ... -0.57 eV
HOMO-LUMO gap ... 0.3175 Ha
Net charge ... 0
HOMO energy ... -9.21 eV

=====

three.
Here is one molecule with the formula C2H4N2S2 from the OMol25 dataset. Energies are from wB97M-V/def2-TZVPD.

XYZ file:
```
10
Properties=species:S:1:pos:R:3
N 0.5516 0.0869 0.1308
H 1.2250 -1.8462 0.5073
N -1.4881 1.0335 -0.2441
S 3.0861 -0.5309 -0.2700
C -0.8004 -0.1239 -0.1181
H 0.9775 1.0059 -0.0219
C 1.5186 -0.8462 0.2199
H -1.0643 1.8236 0.2421
S -1.5233 -1.6024 -0.1776
H -2.4827 0.9997 -0.2684
```

Calculated values
SMILES ... NC(=S)NC=S
LUMO ... -0.51 eV
HOMO-LUMO gap ... 0.3058 Ha
Net charge ... 0
HOMO energy ... -8.83 eV

=====

Most stable one: three, least stable one: one.

=====

one.
Here is one molecule with the formula C2H4N2S2 from the OMol25 dataset. Energies are from wB97M-V/def2-TZVPD.

XYZ file:
```
10
Properties=species:S:1:pos:R:3
S -1.2601 -2.1387 -0.6842
S -0.1320 1.9021 2.4743
H 0.3407 1.8164 0.1211
C -0.3115 -0.7749 -0.4522
N -0.3355 -0.0407 0.7065
N 0.5748 -0.3132 -1.4166
C -0.0033 1.2791 0.9633
H -0.9526 -0.4783 1.3948
H 0.5688 -1.0451 -2.1146
H 1.5108 -0.2068 -0.9923
```

Calculated values
SMILES ... NC(=S)NC=S
LUMO ... -0.84 eV
HOMO-LUMO gap ... 0.3018 Ha
Net charge ... 0
HOMO energy ... -9.06 eV

=====

two.
Here is a 2-piece molecular cluster, C2H4N2S2 overall from the OMol25 dataset. Energies are from wB97M-V/def2-TZVPD.

XYZ file:
```
10
Properties=species:S:1:pos:R:3
H -2.2761 -0.3756 -0.5753
H -0.7722 -1.5393 -0.8547
H 2.7194 0.7852 -0.4708
C 1.7526 0.4520 -0.0938
C -0.0538 -0.6451 0.4924
N -0.5496 0.6941 0.3539
S 0.6682 1.7759 -0.2837
S -2.1800 0.8420 -0.0042
N 1.3166 -0.6779 0.2374
H -0.6250 -1.3113 1.1988
```

Calculated values
LUMO ... 0.20 eV
HOMO-LUMO gap ... 0.3037 Ha
Net charge ... 0
HOMO energy ... -8.07 eV

=====

Most stable one: one, least stable one: two.

=====

one.
Here is CHF3NO2S as an isolated structure from the OMol25 dataset. Energies are from wB97M-V/def2-TZVPD.

XYZ file:
```
9
Properties=species:S:1:pos:R:3
O 0.1874 -0.2737 -0.4695
N 0.6952 -1.7514 1.4955
F 0.2657 1.9006 2.0975
H 1.0301 -1.6403 2.4453
C 1.3785 1.2446 1.7527
F 2.2027 2.1004 1.1865
S 1.2058 -0.6730 0.4671
F 1.9883 0.8967 2.9195
O 2.5712 -0.7439 -0.0037
```

Calculated values
LUMO ... 4.19 eV
HOMO-LUMO gap ... 0.3266 Ha
Net charge ... -1
HOMO energy ... -4.70 eV

=====

two.
Here is an isolated ion of composition CHF3NO2S and charge -1 from the OMol25 dataset. Energies are from wB97M-V/def2-TZVPD.

XYZ file:
```
9
Properties=species:S:1:pos:R:3
O -2.3130 0.5439 -0.3708
N 0.1920 -0.2366 -0.1544
C -1.8816 -1.4177 1.1743
H 0.1610 -1.0286 -0.7659
F -1.3135 -1.5249 2.3424
O -0.9912 0.8327 1.6759
F -1.6160 -2.5150 0.4686
F -3.2144 -1.3472 1.4294
S -1.1861 0.0826 0.4506
```

Calculated values
SMILES ... N=[S@](=O)([O-])C(F)(F)F
LUMO ... 4.07 eV
HOMO-LUMO gap ... 0.3204 Ha
Net charge ... -1
HOMO energy ... -4.64 eV

=====

Most stable one: two, least stable one: one.